(1)
143
Properties=species:S:1:pos:R:3 method="wB97M-V/def2-TZVPD" largest_force_ha_per_bohr=0.16259 homo_lumo_gap_ha=0.365 smiles="C[C@H]1COC(=O)O1.C[C@H]1COC(=O)O1.C[C@H]1COC(=O)O1.C1CCOC1.C1CCOC1.C1CCOC1.C1CCOC1.C1CCOC1.C1CCOC1.C1CCOC1.C1CCOC1" spin_multiplicity=1 homo_energy_ev=-9.6 lumo_ev=0.35
C 3.2079 0.6643 3.0997
C 4.0142 1.8235 3.7023
C 5.4336 1.5966 3.1799
O 5.1767 0.9395 1.9109
C 3.8687 0.5270 1.7285
H 2.1673 0.9497 2.9456
H 3.3916 -0.2490 3.6656
H 3.9812 1.7863 4.7912
H 3.4747 2.6588 3.2558
H 6.1054 0.9362 3.7281
H 5.9301 2.5656 3.1278
H 3.7167 -0.4128 1.1977
H 3.4917 1.1993 0.9577
C 4.8663 0.1847 -2.0982
C 4.8537 -0.9725 -3.1010
C 6.4464 -1.1141 -3.3178
O 6.9277 -0.9751 -1.9769
C 6.1564 0.0064 -1.1773
H 3.9637 0.3568 -1.5119
H 5.0129 1.1408 -2.6008
H 4.5109 -0.6776 -4.0928
H 4.4227 -1.8759 -2.6695
H 6.9565 -0.3795 -3.9409
H 6.5420 -2.1217 -3.7222
H 6.6472 0.9745 -1.0775
H 5.7929 -0.3662 -0.2196
C -3.2857 -3.4812 -6.4341
C -2.6613 -3.7419 -5.0416
C -1.2928 -3.2304 -5.2437
O -1.4857 -2.0782 -6.0750
C -2.8749 -2.0178 -6.6596
H -4.3656 -3.6153 -6.4960
H -2.8821 -4.1429 -7.2005
H -2.5845 -4.8138 -4.8594
H -3.1843 -3.2378 -4.2289
H -0.8437 -4.0571 -5.7940
H -0.8550 -3.0912 -4.2552
H -3.0739 -1.7418 -7.6951
H -3.4691 -1.4395 -5.9521
C 1.1650 1.2469 -5.1000
C 1.3651 2.7370 -5.4472
C 2.8249 2.7910 -5.4777
O 3.0952 1.6722 -6.3420
C 2.2986 0.5723 -5.9712
H 0.1666 0.8099 -5.0792
H 1.5369 1.1834 -4.0774
H 0.9455 3.4305 -4.7185
H 0.8157 2.9648 -6.3607
H 3.3452 2.7036 -4.5239
H 3.1280 3.7295 -5.9420
H 2.8095 -0.1095 -5.2914
H 1.9058 0.1851 -6.9113
C -2.5303 -1.4876 3.9022
C -2.4523 -2.7082 2.9895
C -3.6832 -3.5833 3.3366
O -4.7043 -2.5116 3.7704
C -3.9618 -1.5138 4.4210
H -2.2033 -0.5240 3.5116
H -1.8628 -1.6952 4.7385
H -1.5794 -3.3608 3.0006
H -2.5758 -2.4271 1.9436
H -3.3679 -4.3027 4.0923
H -4.0473 -4.1195 2.4603
H -3.9969 -1.6611 5.5005
H -4.3215 -0.5250 4.1364
C 2.7641 -3.5717 2.4393
C 1.7058 -4.3122 3.2021
C 2.1997 -3.9429 4.6231
O 3.6425 -3.8786 4.5400
C 4.0705 -3.6550 3.1888
H 2.3789 -2.5607 2.5723
H 2.7817 -3.7975 1.3731
H 1.8866 -5.3437 2.8999
H 0.6768 -4.0820 2.9259
H 1.7932 -4.6999 5.2939
H 1.8029 -2.9526 4.8462
H 4.7271 -4.4682 2.8793
H 4.5059 -2.6600 3.2804
C -2.6914 2.1122 -4.0315
C -3.0332 3.1109 -2.9665
C -3.1656 2.1611 -1.7468
O -3.8877 1.0022 -2.1873
C -3.5461 0.8917 -3.5514
H -1.6191 1.9227 -3.9842
H -2.8310 2.5584 -5.0162
H -4.0148 3.5335 -3.1812
H -2.2691 3.8833 -2.8791
H -3.4595 2.5465 -0.7705
H -2.1549 1.8643 -1.4665
H -4.4752 0.9735 -4.1156
H -3.0905 -0.0698 -3.7882
C 1.2373 3.9464 1.5427
C 0.2104 5.0003 1.0935
C -0.2181 4.5776 -0.3803
O 0.9947 4.1375 -0.8749
C 1.7385 3.4412 0.1738
H 0.9433 3.1391 2.2134
H 1.9983 4.5948 1.9768
H 0.6643 5.9903 1.0505
H -0.5200 5.0933 1.8972
H -0.7485 5.3530 -0.9330
H -0.9235 3.7467 -0.3935
H 2.8170 3.5992 0.1802
H 1.6924 2.3606 0.0388
C -1.1618 0.8675 7.4369
C -0.3911 1.2414 6.2183
C -1.1236 2.3055 5.4050
O -0.5076 3.5301 5.7005
C 0.5594 3.3710 6.4111
O 1.2720 4.2708 6.7689
O 0.7231 2.0009 6.6538
H -0.6872 0.1545 8.1111
H -2.1119 0.3679 7.2476
H -1.4547 1.7800 7.9563
H -0.0717 0.3231 5.7256
H -2.2099 2.2672 5.4853
H -0.9555 1.9811 4.3781
C 0.2994 -0.3718 -2.1463
C -0.3115 -0.9876 -0.7778
C 0.8738 -1.0693 0.2073
O 0.3023 -0.4806 1.3305
C -0.7106 0.2427 0.9725
O -1.3638 0.8990 1.8461
O -1.0023 0.0857 -0.2358
H 1.1021 0.3309 -1.9229
H -0.4058 0.2921 -2.6464
H 0.6340 -1.1042 -2.8811
H -0.7553 -1.9764 -0.8937
H 1.7732 -0.4894 0.0000
H 1.1104 -2.1333 0.1988
C -6.3319 0.2496 1.5384
C -6.0133 -1.0427 0.8648
C -6.4685 -1.0757 -0.6455
O -5.4176 -1.8062 -1.2363
C -4.3750 -2.0214 -0.4115
O -3.3198 -2.6564 -0.6211
O -4.6423 -1.3120 0.7655
H -5.7903 1.1091 1.1435
H -6.0503 0.2564 2.5914
H -7.3738 0.5572 1.4498
H -6.6129 -1.7735 1.4075
H -6.5577 -0.0379 -0.9667
H -7.3718 -1.6649 -0.8040


(2)
62
Properties=species:S:1:pos:R:3 method="wB97M-V/def2-TZVPD" largest_force_ha_per_bohr=0.01113 homo_lumo_gap_ha=0.324 smiles="CN(C(=O)c1ccc(OC2CCN(CCc3ccccc3)CC2)cc1)[C@H]1CCOC1" spin_multiplicity=1 homo_energy_ev=-8.1 lumo_ev=0.70
C 0.9160 -1.4220 2.8132
N -0.3154 -2.1715 2.9174
C -1.4987 -1.7919 2.3678
O -2.4860 -2.5076 2.4074
C -1.5458 -0.4671 1.6805
C -1.1587 0.7212 2.2896
C -1.2558 1.9160 1.6058
C -1.7516 1.9547 0.3039
C -2.2002 0.7748 -0.2818
C -2.0984 -0.4191 0.4050
H -2.4580 -1.3349 -0.0411
H -2.6576 0.7943 -1.2579
O -1.8647 3.1869 -0.2872
C -1.1292 3.4800 -1.4709
C -1.7033 2.9133 -2.7698
C -0.9237 3.5351 -3.9395
N 0.4989 3.3079 -3.8780
C 1.0853 3.6381 -2.6030
C 0.3410 3.0739 -1.3828
H 0.4187 1.9853 -1.3544
H 0.7878 3.4717 -0.4698
H 2.1212 3.2965 -2.5905
H 1.0868 4.7345 -2.5164
C 1.0649 2.2612 -4.6816
H 0.7515 2.4552 -5.7145
C 0.7070 0.7868 -4.3745
C 1.2772 0.2324 -3.1014
C 2.6331 0.3438 -2.8109
C 3.1550 -0.1912 -1.6480
C 2.3342 -0.8664 -0.7601
C 0.9875 -1.0024 -1.0460
C 0.4659 -0.4519 -2.2036
H -0.5873 -0.5706 -2.4160
H 0.3351 -1.5401 -0.3736
H 2.7484 -1.2923 0.1420
H 4.2098 -0.0905 -1.4372
H 3.2918 0.8447 -3.5056
H -0.3782 0.6717 -4.3746
H 1.0971 0.1945 -5.2084
H 2.1504 2.3796 -4.6458
H -1.2998 3.1504 -4.8891
H -1.0922 4.6210 -3.9236
H -1.5830 1.8310 -2.7886
H -2.7634 3.1568 -2.8547
H -1.1974 4.5758 -1.5186
H -0.9588 2.8432 2.0715
H -0.7952 0.7174 3.3060
C -0.2581 -3.4688 3.5633
H -1.2967 -3.7686 3.7178
C 0.5175 -4.5116 2.7269
H -0.1013 -5.3728 2.4881
H 0.8584 -4.0669 1.7925
C 1.7022 -4.8984 3.6286
H 2.6488 -4.9886 3.0948
O 1.8387 -3.8555 4.5705
C 0.5281 -3.4479 4.8876
H 0.5776 -2.4643 5.3517
H 0.0718 -4.1570 5.5933
H 1.4928 -5.8443 4.1485
H 0.9223 -0.8196 1.9066
H 1.7545 -2.1167 2.7906
H 1.0566 -0.7593 3.6714


(3)
15
Properties=species:S:1:pos:R:3 method="wB97M-V/def2-TZVPD" largest_force_ha_per_bohr=0.04373 homo_lumo_gap_ha=0.353 smiles="CN(C)CC=O" spin_multiplicity=1 homo_energy_ev=-8.7 lumo_ev=0.93
C -1.4173 -0.6836 0.2918
N -0.2093 0.0914 0.0498
C -0.6601 1.4612 -0.3801
C 1.1158 -0.6536 -0.5787
C 1.8572 -0.4961 0.7189
O 2.4000 0.5260 1.0387
H -2.0307 -0.8356 -0.6107
H -2.0741 -0.1677 1.0230
H -1.1319 -1.6365 0.7297
H -1.3180 1.8991 0.4097
H 0.1553 2.1784 -0.4818
H -1.3009 1.4876 -1.2840
H 1.5986 -0.0501 -1.3685
H 1.2433 -1.7331 -0.9650
H 1.7722 -1.3873 1.4073


(4)
7
Properties=species:S:1:pos:R:3 method="wB97M-V/def2-TZVPD" largest_force_ha_per_bohr=0.05406 homo_lumo_gap_ha="0.241 / 0.237" smiles="O=C=C=S.S" spin_multiplicity=1 homo_energy_ev="-8.7 / -8.6" lumo_ev="-2.17 / -2.20"
C 1.0810 0.7358 -0.5743
C 1.5862 -0.3782 -0.1581
O 0.8107 1.7649 -1.1236
S 2.1854 -1.7017 0.5844
S -1.5334 -0.3098 0.9067
H -1.5870 -0.7872 -0.2854
H -2.5429 0.6763 0.6502


(5)
84
Properties=species:S:1:pos:R:3 method="wB97M-V/def2-TZVPD" largest_force_ha_per_bohr=0.08138 homo_lumo_gap_ha="0.290 / 0.142" charge=+2 spin_multiplicity=3 homo_energy_ev="-12.6 / -12.4" lumo_ev="-4.72 / -8.51"
C 2.6160 4.4401 -1.5526
C 1.6430 3.9793 -2.4555
C 1.9689 4.0145 -3.8293
C 3.2017 4.5539 -4.2140
N 4.1162 4.9279 -3.3306
C 3.8307 4.9473 -2.0371
C 0.3010 3.6981 -1.9452
C -0.9265 3.8463 -1.6468
C -1.9075 3.0635 -0.8556
C -1.7703 1.6983 -0.9025
C -2.3413 0.7821 0.0531
C -3.0510 1.4283 1.1839
C -3.3509 2.7928 1.1126
C -2.8608 3.5764 0.0385
Pt -0.9412 0.3368 1.6239
P 0.8458 -0.3419 0.3205
H 1.2609 3.6969 -4.5868
H 2.3745 4.4852 -0.4988
H 3.4731 4.6143 -5.2670
H 4.5863 5.3036 -1.3351
H -3.2149 4.5989 -0.1519
H -1.2242 1.2582 -1.7098
H -3.9948 3.3015 1.8272
H -2.7385 -0.2142 -0.2585
C 1.5834 -2.0414 0.4648
C 2.7069 -2.5425 -0.4804
H 0.7435 -2.7571 0.4458
H 1.9679 -2.0683 1.4967
H 2.8866 -3.6137 -0.2710
H 2.4399 -2.4629 -1.5479
H 3.6688 -2.0252 -0.3118
C 0.8833 0.1259 -1.5035
C 2.1672 0.4272 -2.2766
H 0.3214 1.0662 -1.5460
H 0.3053 -0.6535 -2.0349
H 1.9110 0.4912 -3.3508
H 2.5564 1.4227 -2.0054
H 2.9528 -0.3314 -2.1396
C 2.2040 0.7993 0.8505
C 3.6704 0.3366 0.8503
H 1.8967 1.1551 1.8520
H 2.1030 1.6540 0.1594
H 4.2487 1.0827 1.4122
H 3.8323 -0.6360 1.3348
H 4.0994 0.3075 -0.1640
Br -3.9963 0.1572 2.4260
P -1.5250 -2.0829 -1.7906
C -0.4166 -3.0933 -2.8091
C -1.0709 -4.3439 -3.3784
H 0.4390 -3.3385 -2.1483
H -0.0519 -2.4248 -3.6069
H -0.2940 -4.8786 -3.9327
H -1.4364 -5.0134 -2.5923
H -1.8694 -4.1242 -4.0984
C -2.6233 -3.1963 -0.8205
C -4.0806 -3.2589 -1.2945
H -2.5556 -2.8113 0.2211
H -2.1479 -4.1913 -0.8370
H -4.6443 -3.8312 -0.5481
H -4.5405 -2.2606 -1.3593
H -4.2053 -3.8070 -2.2419
C -2.6078 -1.0493 -2.8704
C -3.0797 -1.7505 -4.1425
H -2.0041 -0.1500 -3.1282
H -3.4586 -0.7112 -2.2407
H -3.6565 -1.0056 -4.7007
H -2.2313 -2.0398 -4.7774
H -3.7578 -2.5947 -3.9394
C 1.7747 1.2326 4.4149
N 1.2435 -0.1085 4.6678
C 1.7906 -1.1277 5.4424
C 0.8647 -2.1242 5.5543
N -0.2670 -1.6963 4.8706
C -1.5680 -2.3562 4.8113
C -0.0583 -0.4276 4.4006
Se -1.3611 0.8637 4.0611
H 1.0903 1.7433 3.7239
H 2.7811 1.2025 3.9870
H 1.7950 1.8067 5.3435
H 2.7870 -1.0588 5.8226
H 0.8687 -3.0450 6.0990
H -1.4330 -3.4192 5.0437
H -2.2358 -1.8880 5.5378
H -1.9833 -2.1952 3.8091


(6)
18
Properties=species:S:1:pos:R:3 method="wB97M-V/def2-TZVPD" largest_force_ha_per_bohr=0.01025 homo_lumo_gap_ha=0.299 spin_multiplicity=1 homo_energy_ev=-8.5 lumo_ev=-0.40
C 0.3469 0.5401 -0.4461
C 0.2059 0.5937 -1.7593
C -1.7313 1.6705 0.3936
C -0.2268 1.4800 0.5603
N 0.8239 -0.8867 1.6337
O 0.1794 -3.3818 -0.4290
S 1.3411 -0.8327 0.1915
I 3.5463 0.4800 0.0885
H 0.5638 -4.0581 -0.9930
H -0.3603 1.3728 -2.2417
H 0.6666 -0.1342 -2.4075
H -1.9760 2.0715 -0.5893
H -2.1014 2.3607 1.1475
H -2.2473 0.7201 0.5148
H -0.0342 1.0720 1.5587
H 0.2849 2.4426 0.4760
H 1.1616 -1.6901 2.1445
H -0.4434 -3.8204 0.1570


(7)
15
Properties=species:S:1:pos:R:3 method="wB97M-V/def2-TZVPD" largest_force_ha_per_bohr=0.16969 homo_lumo_gap_ha="0.224 / 0.321" spin_multiplicity=3 homo_energy_ev="-5.2 / -10.4" lumo_ev="0.85 / -1.65"
C -1.7918 -0.4876 -1.2494
C 1.2286 -0.1531 -0.9930
C -0.0285 -0.4773 -0.5205
C 1.4557 0.5279 -2.2989
C -0.1405 -1.0767 0.8628
Cl 2.6516 -0.4580 -0.1005
Cl -2.9369 -0.0392 -0.0402
H -1.7530 0.1779 -2.0545
H -1.9956 -1.5093 -1.5578
H 2.4830 0.6326 -2.6026
H 0.9506 1.5741 -2.2486
H 0.9555 -0.2026 -3.1060
H -1.1902 -0.7212 1.1964
H 0.4926 -0.7455 1.7055
H -0.1962 -2.1114 0.7963


(8)
51
Properties=species:S:1:pos:R:3 method="wB97M-V/def2-TZVPD" largest_force_ha_per_bohr=0.01138 homo_lumo_gap_ha="0.275 / 0.155" charge=+3 spin_multiplicity=6 homo_energy_ev="-16.9 / -17.5" lumo_ev="-9.46 / -13.28"
Ir -0.1871 0.2401 0.3707
O 0.7432 -0.0081 3.6515
Cl 0.7884 -1.0252 2.6820
O 1.1939 -2.2835 3.1590
O -0.5773 -1.1595 2.0193
O 1.6197 -0.6031 1.5159
C 1.3597 -5.1084 1.2324
As 0.4736 -3.6720 0.3220
C -1.4330 -3.9432 0.3346
C 1.2393 -3.3946 -1.4113
C 2.1266 -4.3887 -1.8167
C 2.7500 -4.3247 -3.0619
C 2.5022 -3.2506 -3.8964
C 1.6385 -2.2415 -3.4886
C 0.9993 -2.2855 -2.2494
As -0.1987 -0.7931 -1.8784
C -1.9610 -1.3411 -2.4512
C 0.2930 0.5688 -3.1565
H 1.1308 -6.0585 0.7467
H 0.9808 -5.1182 2.2531
H 2.4309 -4.9185 1.2382
H -1.6998 -4.6711 -0.4333
H -1.9458 -3.0000 0.1665
H -1.6925 -4.3213 1.3224
H 2.3390 -5.2368 -1.1796
H 3.4245 -5.1149 -3.3636
H 2.9811 -3.1866 -4.8642
H 1.4715 -1.4148 -4.1633
H -1.9088 -1.6732 -3.4878
H -2.6213 -0.4779 -2.3740
H -2.3445 -2.1460 -1.8302
H 0.0428 0.2415 -4.1647
H 1.3546 0.7948 -3.0809
H -0.2890 1.4599 -2.9255
C 0.8924 3.1453 2.9106
S 0.2701 3.3491 1.2515
O -0.7289 2.1816 1.0210
C -0.8398 4.7318 1.5190
C -2.0966 4.5362 2.1191
C -2.9804 5.6385 2.3366
C -2.6117 6.9001 1.9638
C -1.3638 7.0866 1.3563
C -0.4686 5.9791 1.1180
H 0.0684 2.9602 3.5980
H 1.4287 4.0613 3.1631
H 1.5855 2.3063 2.9010
H -2.4099 3.5406 2.4118
H -3.9376 5.4381 2.8007
H -3.2637 7.7479 2.1245
H -1.0441 8.0735 1.0438
H 0.4755 6.1790 0.6248


(9)
37
Properties=species:S:1:pos:R:3 method="wB97M-V/def2-TZVPD" largest_force_ha_per_bohr=0.06419 homo_lumo_gap_ha=0.329 smiles="O=C1C=CC[C@H](C[C@@H](O)CCc2cc(Br)c(O)cc2Br)O1" spin_multiplicity=1 homo_energy_ev=-8.6 lumo_ev=0.33
O 4.3666 2.3290 -0.5446
Br -4.6627 -3.8038 2.7925
Br -2.2873 2.3592 1.8444
O -6.0764 -1.1311 3.0275
O 1.9398 0.6369 0.7807
O 3.7901 0.3056 -1.3759
C 3.9672 1.6368 -1.4487
C 3.5997 2.3076 -2.7049
C 3.0886 1.5894 -3.7449
C -4.2892 0.3434 2.4662
C -2.5760 -1.8578 2.3889
C -3.9429 -2.0484 2.5999
C -2.9303 0.5647 2.1586
C -4.7847 -0.9612 2.6750
C -2.0460 -0.5610 2.1239
C -0.5760 -0.4475 1.9033
C -0.3028 -0.1470 0.3997
C 2.7424 0.1076 -3.6206
C 1.3177 0.1663 -1.5167
C 1.1898 -0.2633 -0.0133
C 2.6688 -0.2535 -2.1103
H -6.2684 -2.0905 3.0983
H 2.8595 0.7066 0.4980
H 3.7435 3.3599 -2.8265
H 2.9353 2.0345 -4.7273
H -5.0346 1.1272 2.5676
H -1.8889 -2.6998 2.4123
H -0.0600 -1.3241 2.2418
H -0.2179 0.3895 2.4876
H -0.6108 0.8611 0.1253
H -0.8820 -0.8329 -0.1542
H 1.7827 -0.1537 -4.0986
H 3.5254 -0.5173 -4.0767
H 1.1313 1.2425 -1.6231
H 0.5087 -0.3577 -2.0726
H 1.5660 -1.2841 0.1035
H 2.7136 -1.3330 -2.0365


(10)
17
Properties=species:S:1:pos:R:3 method="wB97M-V/def2-TZVPD" largest_force_ha_per_bohr=0.05912 homo_lumo_gap_ha=0.338 smiles="C[C@]12C=C[C@H](C1)C2" spin_multiplicity=1 homo_energy_ev=-8.1 lumo_ev=1.06
C -0.9884 -1.4343 1.0282
C -0.1592 -0.3951 0.2595
C -0.8284 0.9643 -0.0425
C 0.3528 1.1764 -0.9933
C 0.2072 -0.2816 -1.4368
C 1.5532 1.0151 -0.0153
C 1.2018 -0.0074 0.7606
H -0.4936 -2.4068 1.1174
H -1.1546 -1.0668 2.0564
H -1.9916 -1.6007 0.6086
H -0.9226 1.6512 0.7992
H -1.7777 0.8711 -0.5899
H 0.3886 2.0402 -1.6649
H 1.0905 -0.6982 -1.9414
H -0.6910 -0.8472 -1.4542
H 2.4781 1.5701 -0.0217
H 1.7348 -0.5504 1.5301


(11)
13
Properties=species:S:1:pos:R:3 method="wB97M-V/def2-TZVPD" largest_force_ha_per_bohr=0.01118 homo_lumo_gap_ha="0.341 / 0.341" spin_multiplicity=1 homo_energy_ev="-8.9 / -8.9" lumo_ev="0.40 / 0.40"
C -2.0676 0.4987 0.3766
O -1.5397 -0.2856 -0.7032
C -0.3253 0.0110 -1.1126
N 0.4243 0.9309 -0.7979
N 1.5050 1.4442 -0.4348
C 2.1992 -1.3674 0.2823
C 1.3330 -2.1502 0.5729
H -3.0591 0.0969 0.5879
H -1.4238 0.4157 1.2569
H -2.1419 1.5454 0.0638
H 1.6081 2.3367 -0.9309
H 2.9103 -0.6174 0.0085
H 0.5775 -2.8588 0.8304